{"formula": "C25H24ClN3O3S", "method": "ωB97M-V/def2-TZVPD", "species": ["O", "N", "C", "H", "H", "C", "H", "H", "Cl", "C", "C", "H", "H", "C", "C", "O", "H", "C", "H", "N", "H", "H", "O", "H", "H", "N", "C", "C", "C", "C", "C", "C", "C", "C", "C", "H", "C", "H", "C", "H", "C", "H", "H", "H", "C", "C", "C", "C", "H", "H", "C", "H", "H", "C", "H", "S", "H"], "coordinates": [[-3.429502, -0.876128, -1.900941], [-4.642400, 1.614451, -0.156358], [6.735209, -0.196097, 0.019283], [-3.341718, 4.410328, 1.025946], [-2.157563, 0.637410, -2.528669], [-3.358608, -1.936469, 0.221088], [-5.793965, 3.067282, -1.076328], [-5.404879, -0.526064, -0.988754], [10.968206, 1.359307, -0.048596], [-5.384021, 3.594498, 0.996487], [4.940428, -1.968585, 0.274606], [-3.159366, -2.982557, 2.051835], [-5.893490, 3.351234, 1.928781], [9.116449, -0.597835, 0.084246], [-5.739753, 2.567681, -0.104719], [-4.710146, -1.909522, 0.399981], [7.653146, -2.133413, 0.186644], [2.908246, -0.876667, -0.050376], [-5.682353, 4.599631, 0.704537], [2.820122, -3.230142, 0.418085], [-2.596347, 1.852742, 0.310572], [5.576771, -2.807119, 0.483773], [0.853531, 0.274389, -0.331874], [9.947015, -1.282134, 0.151966], [8.474049, 2.712918, -0.197058], [0.843550, -1.986626, 0.090952], [-1.293522, -1.440949, -0.922234], [-4.789825, 0.522507, 0.790607], [9.347758, 0.764986, -0.025799], [6.994811, 1.172048, -0.093113], [5.372895, -0.689608, 0.044468], [7.821018, -1.071967, 0.106595], [-0.577244, -2.017487, 0.117371], [-3.472388, 2.449485, 0.056515], [-3.859893, 3.462322, 1.151631], [-0.752795, -1.019983, -1.752492], [-2.681039, -1.397070, -0.895699], [-3.801026, 0.238582, 1.160874], [-1.239491, -2.603268, 1.184139], [-6.421833, -0.899707, 0.425502], [1.544331, -3.123511, 0.345780], [-6.684976, 2.056993, 0.073708], [-5.398255, 0.800356, 1.661954], [-3.580304, 0.263684, -3.533639], [-2.781781, -0.165069, -2.930041], [8.286492, 1.654044, -0.114401], [3.535824, -2.088388, 0.225846], [-5.400977, -0.707807, 0.089028], [-3.272401, 2.974236, -0.882451], [0.954222, -4.018282, 0.487163], [1.484026, -0.742380, -0.127426], [-2.175167, -0.829258, -3.554670], [-3.604576, 3.062398, 2.133366], [-2.619442, -2.558123, 1.220121], [6.168620, 1.863258, -0.161380], [4.040873, 0.406147, -0.242413], [-0.686564, -3.050686, 1.995999]], "atomic_forces_ev_per_a": [[-0.114, -0.279, 0.352], [0.102, -0.037, -0.107], [0.667, 0.264, -0.013], [0.053, 0.046, 0.062], [0.001, -0.015, 0.003], [0.182, -0.032, 0.069], [-0.112, 0.010, 0.042], [-0.029, -0.013, 0.239], [0.178, 0.067, -0.007], [-0.090, -0.049, 0.000], [0.282, 0.370, -0.051], [-0.091, -0.004, 0.085], [-0.021, 0.064, 0.015], [0.108, 0.086, 0.006], [-0.110, 0.142, -0.102], [0.278, -0.450, -0.106], [-0.011, -0.131, 0.003], [0.548, -0.198, 0.079], [-0.058, 0.034, 0.040], [0.179, -0.595, 0.163], [0.007, -0.027, -0.074], [0.172, -0.153, 0.043], [0.061, 0.176, -0.042], [0.104, -0.039, 0.001], [0.046, 0.085, -0.011], [0.152, 0.281, -0.112], [-0.074, -0.031, -0.068], [-0.087, -0.296, -0.176], [-0.287, -0.061, 0.017], [-0.047, -0.327, 0.027], [-0.987, -0.273, 0.000], [-0.226, 0.214, -0.032], [-0.651, -0.102, 0.144], [0.144, 0.128, 0.067], [0.075, -0.074, -0.046], [0.007, 0.070, -0.053], [0.004, -0.173, 0.151], [-0.063, 0.056, 0.016], [0.259, 0.140, -0.187], [0.077, 0.016, -0.019], [0.215, -0.373, 0.009], [-0.054, 0.010, -0.062], [0.068, -0.002, 0.029], [0.093, -0.005, 0.023], [0.069, 0.124, -0.195], [0.211, -0.001, -0.007], [-0.683, 0.975, -0.260], [-0.354, 0.449, -0.033], [0.099, 0.032, 0.031], [-0.204, 0.018, -0.030], [0.080, 0.007, 0.078], [-0.005, 0.038, 0.047], [0.031, 0.050, 0.024], [-0.248, 0.111, -0.233], [-0.021, 0.147, 0.007], [0.021, -0.453, 0.066], [0.052, -0.017, 0.088]], "smiles": "COc1cc(-n2cnc3cc(-c4ccc(Cl)cc4)sc3c2=O)ccc1OCCN1CCCC1", "de_lowest_kj_mol": 198.0, "spin_multiplicity": 1, "total_charge": 0, "lumo_ev": -0.3172}



{"formula": "C27H69B2FeN3O5", "method": "ωB97M-V/def2-TZVPD", "species": ["C", "H", "H", "C", "H", "C", "C", "H", "H", "H", "H", "C", "C", "H", "C", "N", "H", "C", "H", "H", "C", "H", "H", "H", "H", "H", "H", "H", "C", "C", "H", "H", "H", "H", "C", "N", "C", "C", "C", "H", "C", "H", "H", "H", "O", "H", "H", "Fe", "C", "B", "H", "O", "H", "C", "C", "O", "H", "H", "H", "O", "H", "H", "H", "C", "H", "H", "H", "C", "H", "B", "H", "H", "H", "H", "H", "H", "H", "C", "N", "H", "C", "H", "H", "H", "H", "H", "H", "H", "H", "H", "H", "H", "C", "C", "H", "C", "H", "H", "H", "H", "H", "H", "C", "O", "H", "H", "H"], "coordinates": [[1.645472, 0.325884, 3.638146], [3.040485, -3.675031, 0.708577], [2.868094, 4.528937, -2.508074], [0.592230, 5.637733, -2.731279], [-1.049786, -3.229757, 0.260288], [-1.922680, -3.926838, 2.042530], [-4.168548, -6.585221, 2.323114], [1.708152, 4.551481, 2.268142], [-3.555575, -6.278894, 4.781057], [-4.662347, -7.223734, 3.057270], [-1.426450, -2.572489, 3.644160], [1.214052, 4.848278, -3.875796], [-2.703065, -6.288609, 2.749509], [3.089546, -2.559518, -1.657016], [3.338473, 3.636089, -4.416149], [-2.045139, -5.366443, 1.823799], [-1.821485, -6.107891, 4.714271], [1.228338, 2.260060, -4.484491], [0.161387, -4.092928, 1.153832], [-1.943499, -8.118306, 1.860431], [2.999553, -2.606496, 0.509184], [1.479144, 0.299477, 4.719297], [5.069103, -3.828227, -1.095171], [-4.717665, -5.665828, 2.135203], [-0.866576, -7.296860, 3.129906], [-0.217592, 5.161259, 0.450535], [2.717647, 0.272851, 3.453555], [-1.096524, 0.289153, 0.150568], [-3.178188, -3.084506, 1.629313], [-1.827097, 3.790747, -0.137106], [0.124387, 2.136181, -6.433404], [-0.428540, 5.959435, -2.960681], [4.378784, 3.555895, -4.080391], [-3.103609, 0.314573, 3.612316], [2.720794, 2.271234, -4.106233], [0.582815, 3.492015, -3.904943], [-1.660467, -3.628613, 3.519595], [-0.379183, 4.085618, 0.351883], [1.352911, 3.534159, 2.074708], [-1.234503, -5.800209, 0.215819], [5.073734, -2.762927, -0.856637], [1.898391, 3.000820, 1.299011], [-2.558251, 4.369962, 0.449460], [0.866088, 3.153747, 4.130505], [-2.071768, 2.420617, 0.049732], [-3.195168, 0.794775, -0.575502], [3.392467, 3.833127, -5.486150], [-0.627211, 1.474585, 1.642840], [1.126516, 2.020726, -6.016669], [-2.167203, 0.819232, 3.178180], [0.429457, -0.504372, -0.747061], [1.041710, 1.412005, 2.950243], [3.579282, -2.083145, 1.273495], [0.500773, 1.143317, -3.753972], [-3.303402, 1.854274, -0.359993], [-2.163763, -5.698221, 0.453936], [1.766638, 2.799110, -6.435381], [2.535602, 2.694391, 3.773643], [0.354357, 1.349406, -0.427807], [3.855257, -0.764306, -0.795773], [3.022496, -0.362390, -0.504819], [0.871760, 0.188650, -4.141149], [-0.728983, -4.136738, 3.804414], [-1.867519, -7.561081, 2.794770], [0.620637, 5.053536, -1.815568], [-3.752456, -3.843443, 4.251500], [0.567558, 0.061385, 0.916332], [1.520302, 2.693756, 3.384857], [-3.374990, -3.293545, 0.573122], [0.017283, 0.306798, -0.039651], [5.590058, -2.614182, 0.089516], [-4.161342, -7.201363, 1.420070], [1.968118, -2.242331, 0.487813], [2.760274, 2.071444, -3.030209], [-2.319197, 1.577282, 2.349114], [-1.256410, 3.491911, -3.366611], [1.237615, 5.201615, -6.107357], [2.703229, 4.730726, -3.566950], [-0.066387, 3.554073, 1.710461], [-3.011882, -2.025680, 1.800987], [3.641115, -2.166059, -0.797974], [-1.534479, 1.433558, 3.939490], [-1.404932, 0.099433, 2.733615], [3.303493, 1.456720, -4.537144], [-3.575558, 2.368606, -1.289283], [-4.023116, -3.580400, 2.104993], [1.078883, 6.603605, -2.572473], [0.289589, 3.555013, -0.325232], [1.170255, -0.607691, 3.336580], [1.557521, 6.541656, -5.045161], [-2.268173, -8.226782, 3.567609], [-2.415637, -3.922802, 5.389915], [0.938231, 5.640107, -5.154730], [-2.759083, -4.261309, 4.408020], [-0.569457, 1.285928, -3.876477], [-0.687274, -3.421686, 1.277865], [-2.050902, 4.162204, -1.143592], [0.773347, 1.082693, -2.699766], [5.582764, -2.274222, -1.688714], [-0.054875, 6.072100, -5.277286], [-4.063985, 2.018751, 0.406845], [1.443569, 1.017809, -6.293906], [-2.752746, -5.784891, 4.239792], [-0.771125, 3.604337, -4.195136], [-0.653251, 4.106256, 2.328231], [-0.418681, -2.435581, 1.648699], [3.247989, 5.640440, -3.827793]], "atomic_forces_ev_per_a": [[-0.317, -1.055, 0.469], [-0.076, -0.062, -0.229], [-0.066, -0.146, 0.019], [-0.632, 0.530, 0.016], [0.329, 0.048, -0.119], [0.262, 0.846, 0.084], [0.726, -0.716, -0.351], [0.355, -0.046, -0.347], [-0.167, 0.025, -0.176], [-0.089, 0.308, 0.224], [-0.681, 0.152, 0.141], [-1.027, -0.229, -0.438], [-1.188, -0.090, 0.285], [-0.204, 0.501, -0.140], [1.113, -0.987, 1.157], [0.792, 0.768, 1.319], [0.007, -0.147, 0.010], [-0.695, -0.448, 0.129], [0.018, -0.095, 0.661], [0.507, 0.152, -0.107], [-0.246, 0.864, -0.315], [-0.076, 0.756, 0.042], [-0.178, -0.038, 0.163], [-0.151, -0.057, 0.110], [0.210, -0.149, -0.495], [0.098, 0.065, -0.928], [0.038, 0.119, -0.198], [-2.232, -0.425, 0.042], [0.662, -1.895, -0.808], [-0.520, 0.476, 1.386], [-0.087, 0.190, 0.277], [-0.153, -0.488, 0.077], [0.117, 0.130, -0.248], [-1.075, -0.480, 0.238], [-0.665, 0.629, 0.433], [1.903, 0.265, 0.972], [-0.266, -1.750, -0.212], [-0.169, -0.331, 0.108], [0.094, 0.258, 1.431], [-0.163, -0.169, -0.269], [-0.745, 0.123, -0.766], [0.097, 0.355, -0.214], [0.129, -0.002, 0.359], [-0.099, -0.429, 0.288], [0.795, -0.311, -0.084], [0.314, 0.009, 0.227], [-0.327, 0.242, -0.007], [-0.626, -0.500, 0.046], [-0.259, 1.188, 0.471], [0.251, 0.368, 1.243], [0.054, -0.916, -0.998], [1.125, 0.074, 1.535], [-0.256, -0.106, 0.274], [0.835, -0.672, -0.009], [-0.224, 1.092, -0.500], [-0.150, -0.071, 0.375], [-0.007, -0.331, -0.653], [0.150, -0.295, -0.265], [0.386, 1.447, -0.307], [-0.880, 0.129, -0.107], [0.112, 0.107, -0.184], [-0.533, -0.095, -0.262], [0.051, -0.080, -0.060], [-0.796, -0.491, 0.389], [-0.006, 0.091, 0.028], [0.047, 0.174, -0.159], [1.278, -0.416, 2.234], [-1.178, 0.814, -1.850], [0.216, 0.377, -0.127], [1.213, -0.426, -1.451], [0.112, 0.169, -0.061], [-0.027, 0.348, -0.224], [-0.043, -0.196, 0.463], [0.156, 0.296, 0.088], [-1.474, 1.850, -1.728], [0.351, -0.124, -0.021], [-0.009, -0.397, 0.200], [0.170, -0.538, -1.354], [-1.211, -0.570, -0.723], [-0.377, 0.050, 0.232], [1.962, -1.503, 0.686], [0.619, 0.651, 1.373], [1.470, -2.166, -0.775], [-0.355, -0.042, -0.439], [-0.368, -0.206, 0.033], [-0.220, 0.823, 0.472], [0.483, -0.211, 0.007], [0.209, 0.476, -0.159], [0.048, 0.179, -0.588], [0.061, 0.005, -0.232], [-0.088, -0.012, -0.029], [-0.592, -0.589, 0.438], [0.969, 1.346, -0.309], [0.651, 0.922, 0.112], [-0.036, -0.479, -0.015], [-1.230, 0.465, -1.407], [0.648, -0.372, -0.331], [-0.253, 0.463, 0.072], [0.302, 0.079, 0.227], [-0.282, -0.637, 0.260], [-0.047, -0.069, -0.060], [0.370, 0.064, 0.155], [1.338, 0.979, -0.457], [-0.701, 0.109, -0.736], [0.367, -0.217, 0.549], [0.373, -0.003, 0.143], [-0.418, 0.332, 0.256]], "s_squared": 6.01, "spin_multiplicity": 5, "total_charge": 0, "lumo_ev": [0.1300, 0.1148]}



{"formula": "CH7OS", "method": "ωB97M-V/def2-TZVPD", "species": ["O", "H", "C", "H", "H", "H", "S", "H", "H", "H"], "coordinates": [[-1.362119, 1.388441, -0.345570], [-1.724675, 2.278505, -0.252793], [1.300285, -0.346241, -0.216501], [0.762837, -0.300062, -1.142110], [1.708653, 0.599571, 0.101565], [0.119038, -2.180341, 0.825892], [0.201335, -0.879470, 1.127428], [2.112174, -1.061688, -0.250201], [-0.986542, -0.361277, 0.755896], [-2.130982, 0.862561, -0.603604]], "atomic_forces_ev_per_a": [[-0.293, -0.402, 0.108], [0.169, 0.056, 0.073], [0.057, -0.115, 0.466], [-0.185, 0.120, -0.372], [-0.079, 0.376, -0.086], [-0.565, -0.119, -0.207], [0.882, 0.343, 0.526], [0.054, -0.244, 0.005], [-0.010, -0.232, -0.275], [-0.031, 0.217, -0.239]], "de_lowest_kj_mol": 23.1, "spin_multiplicity": 1, "total_charge": 1, "lumo_ev": -3.9206}